DFT (wB97M-V/def2-TZVPD) results for C6H11NS in the gas phase at a distorted geometry.

Last column: Löwdin charge in e.
Atoms and positions in Å:
C 1.08 -1.03 0.23  -0.463
C 0.25 0.20 0.06  -0.345
C -1.09 -0.13 0.74  -0.519
C 2.53 -1.07 -0.08  -0.026
C 0.80 1.49 0.85  -0.051
C -2.90 -0.09 -1.43  -0.310
N 0.34 -2.03 0.52  0.222
S -2.68 0.27 0.38  0.868
H -0.04 0.55 -0.91  0.125
H -0.97 -0.38 1.72  0.018
H 3.00 -0.56 0.79  0.099
H 2.76 -0.47 -0.94  0.089
H 2.91 -2.00 0.04  0.039
H 1.24 1.44 1.84  0.078
H 0.06 2.30 0.80  0.080
H 1.56 1.83 0.19  0.047
H -3.93 -0.30 -1.41  0.004
H -2.20 -0.89 -1.66  0.054
H -2.72 0.89 -1.73  -0.009

Its net charge is 0. For the gap between HOMO and LUMO (alpha / beta), the calculation gives 9.43 / 7.14 eV. As for the electronic energy: -18721.2814 eV. The value obtained for the highest occupied orbital energy (alpha / beta) is -8.933 / -6.790 eV. Its lowest unoccupied orbital energy (alpha / beta) is 0.50 / 0.35 eV. Its relative energy (zero: lowest compared OMol25 entry of this formula, charge and spin) is 4.213 eV.